# C27H44F6O24P

A cluster of 9 separate species, C27H44F6O24P in total in a non-equilibrium geometry (ωB97M-V/def2-TZVPD, the Open Molecules 2025 dataset).

The geometry in XYZ format:
```
102
Properties=species:S:1:pos:R:3:forces:R:3
P -17.855825 9.967773 6.261563 1.036 -0.453 -0.099
F -17.821209 10.258663 4.654349 0.502 0.364 0.303
F -17.665088 11.557075 6.667668 -0.628 -0.827 -0.994
F -19.497384 10.055930 6.072673 0.914 0.137 1.205
F -17.929484 9.697276 7.885770 -0.233 -0.302 -1.230
F -17.890352 8.348152 5.963355 -0.481 0.720 0.344
F -16.187139 9.816150 6.231533 -1.124 0.367 0.380
C -8.133133 6.778444 6.151150 -0.035 -0.242 1.724
C -9.279574 6.899850 7.175212 -0.320 0.805 -0.794
O -8.610848 7.302688 8.404555 -2.004 0.224 -0.336
C -7.315288 7.412144 8.182736 1.628 -0.746 0.837
O -6.503806 7.932891 8.902191 -0.983 -0.447 -0.814
O -7.020870 6.664392 7.092478 0.690 0.588 -1.847
H -8.099954 7.702999 5.574783 0.524 -0.123 -0.098
H -8.173615 5.900441 5.506501 0.129 0.122 0.216
H -9.933247 6.029161 7.227448 0.478 -0.181 0.774
H -9.912915 7.726908 6.854335 -0.126 0.027 0.317
C -12.817176 10.551162 0.495856 -0.740 0.202 -0.824
C -12.955075 9.213105 1.192119 -1.739 -0.346 -1.346
O -11.907284 9.217279 2.112200 0.413 -0.959 0.826
C -11.410018 10.430105 2.199074 3.802 3.785 3.428
O -10.572898 10.883486 3.024872 -2.899 -2.561 -2.788
O -11.928747 11.259122 1.283377 1.259 0.163 0.852
H -13.681768 11.214845 0.506841 -0.428 -0.685 -0.753
H -12.360929 10.352972 -0.474010 -0.323 0.583 -0.319
H -12.860520 8.430821 0.438995 0.412 -0.266 0.340
H -13.944065 9.069898 1.627425 0.241 0.074 0.648
C -25.419427 9.951264 7.378813 -0.445 -1.521 0.393
C -25.335939 11.348827 7.836568 0.571 1.549 0.376
O -25.771188 11.319695 9.199922 -0.815 -0.419 0.230
C -26.606558 10.240934 9.374380 -0.911 0.062 0.761
O -27.451362 10.161204 10.272428 2.950 -0.323 -3.137
O -26.305493 9.330159 8.347546 -1.189 0.871 1.339
H -24.463884 9.432819 7.457827 -0.068 -0.029 -0.259
H -25.877621 9.850263 6.394961 0.211 -0.151 0.060
H -25.962710 12.043569 7.277486 -0.207 -0.077 0.027
H -24.314843 11.727225 7.788705 -0.060 0.029 0.214
C -21.804549 10.160876 0.188082 -0.923 -0.717 0.087
C -21.629574 8.669506 0.186616 3.420 -0.155 2.921
O -22.864817 8.173139 -0.082676 -0.625 -2.938 0.444
C -23.524392 9.011434 -0.792021 -3.040 2.080 -2.612
O -24.589117 8.801538 -1.361763 2.468 0.686 1.284
O -22.835146 10.207979 -0.804647 -0.854 0.552 -1.362
H -20.889916 10.722461 -0.002122 -0.437 0.108 -0.449
H -22.327921 10.507249 1.079262 0.623 0.057 0.419
H -21.327409 8.300017 1.166564 -0.196 0.124 0.299
H -20.809257 8.270417 -0.409963 -0.412 0.205 -0.981
C -11.683218 12.587234 10.298084 -2.196 0.839 -1.896
C -12.462678 11.425955 10.902388 -1.160 0.699 -0.056
O -11.825302 11.285826 12.136256 1.016 -0.482 0.722
C -10.625114 11.891428 12.100926 1.744 -2.090 2.981
O -9.815095 11.678255 12.998684 -1.364 1.394 -2.391
O -10.485873 12.590403 10.976287 1.720 0.331 0.715
H -12.203022 13.541718 10.380915 -0.064 0.175 0.827
H -11.561140 12.582044 9.214950 0.527 -0.812 0.025
H -12.447923 10.521094 10.294855 0.095 -0.094 0.203
H -13.463121 11.673773 11.257076 -0.347 0.029 -1.144
C -12.919165 -2.845327 2.651084 -0.115 2.588 0.696
C -12.085342 -1.589443 2.128655 0.029 -2.530 -0.120
O -12.260429 -0.367143 2.831167 -1.778 1.322 -0.134
C -13.376327 0.424020 2.658632 -2.195 -0.182 -0.738
O -14.305884 0.271765 1.802373 4.110 0.847 3.717
O -13.312405 1.403573 3.703164 0.469 -2.769 -2.927
C -14.326584 2.383933 3.717815 -1.051 -0.017 0.129
H -12.982579 -2.776206 3.737044 0.587 -0.256 0.226
H -12.480739 -3.798934 2.356946 -0.278 0.232 -0.250
H -13.965673 -2.656064 2.412172 0.000 -0.643 -0.727
H -12.199793 -1.575751 1.044765 -0.377 0.850 0.017
H -11.036959 -1.847569 2.278156 0.047 0.329 0.205
H -14.117849 2.946923 4.627521 -0.061 0.321 -0.399
H -15.320146 1.945495 3.811181 0.018 -0.310 0.200
H -14.403894 2.968916 2.801333 0.591 0.227 0.107
C -14.608956 16.413142 1.491820 0.677 -0.392 0.723
C -15.241166 16.993770 0.272935 -0.437 0.016 0.466
O -14.455472 16.732821 -0.900365 -0.794 -0.439 -0.166
C -13.744883 17.694522 -1.506745 -1.181 0.123 3.748
O -13.461858 18.742406 -1.034439 0.081 2.419 1.177
O -13.337901 17.267924 -2.601455 2.470 -0.766 -6.228
C -12.484785 18.185096 -3.445820 0.173 -0.423 0.708
H -14.487824 15.330065 1.472919 0.189 -0.032 -0.503
H -15.246259 16.543853 2.366384 -0.020 0.492 0.013
H -13.636808 16.878978 1.653128 0.010 -0.078 0.258
H -15.442848 18.048800 0.458213 0.315 0.142 -0.526
H -16.208569 16.499586 0.183383 -0.001 0.031 -0.748
H -12.150069 17.638806 -4.327668 -0.515 -0.369 0.275
H -11.580752 18.502010 -2.925841 -0.195 -0.355 0.498
H -12.939974 19.122207 -3.766306 -0.776 -0.372 0.319
C -16.050803 20.756453 5.274779 0.799 -0.286 -0.430
C -17.408712 21.329571 4.986657 -1.217 -0.978 0.715
O -18.366825 20.233349 4.681831 -0.476 -1.230 0.045
C -18.967729 19.379858 5.605560 0.655 2.842 2.602
O -18.940412 19.594455 6.836861 -0.070 -1.038 -3.270
O -19.648464 18.440078 4.963702 0.420 0.750 -0.406
C -20.571840 17.576370 5.652286 0.670 0.140 0.568
H -15.291205 21.495133 5.530646 -0.332 0.331 0.361
H -15.623799 20.322151 4.370805 -0.270 -0.268 -0.157
H -16.052817 19.973092 6.032685 -0.212 0.203 0.114
H -17.424036 21.950906 4.091226 -0.029 -0.279 -0.053
H -17.836551 21.925486 5.792855 0.154 -0.155 0.210
H -20.945974 16.940747 4.849732 -0.061 -0.031 0.426
H -21.356330 18.112227 6.186657 -0.066 0.329 -0.448
H -20.037415 17.040793 6.436905 0.048 -0.343 -0.281
```
Forces are in eV/Å.

Values from the calculation:
Gap between HOMO and LUMO   10.58 eV
LUMO energy   0.058 hartree
Total charge   -1
Max |F|   0.131 Eh/bohr

***

# C27H44FN4O10P3S3

A cluster of 2 separate species, C27H44FN4O10P3S3 in total in a non-equilibrium geometry (ωB97M-V/def2-TZVPD, the Open Molecules 2025 dataset).

The geometry in XYZ format:
```
92
Properties=species:S:1:pos:R:3:forces:R:3
C 2.940008 -1.321931 0.401323 -0.484 0.028 0.749
C 1.741815 -1.070627 1.404763 0.612 -2.022 0.736
P 0.176645 -1.022103 0.441360 0.122 1.601 -2.271
C -0.562495 -2.689587 0.050292 0.016 -1.008 0.195
C 0.338337 -3.912663 0.435198 -0.271 0.174 -0.012
C -1.152568 0.197557 1.102064 1.787 -1.745 2.316
C -0.400946 1.456820 1.586347 0.252 0.394 -0.059
C 0.530381 2.242638 0.627007 0.037 0.817 -0.429
C 0.369598 2.053412 -0.894536 0.435 0.178 -0.682
O 1.916738 2.048232 1.010462 -0.644 0.220 0.155
C 2.777300 3.082311 0.547682 0.953 -0.224 -1.146
C 3.829497 2.434491 -0.381584 0.428 0.209 0.840
C 4.980683 1.881410 0.222261 0.039 -0.077 -0.948
C 5.927961 1.249204 -0.591231 0.411 -0.303 -0.022
C 5.773364 1.136561 -1.980254 -0.718 0.412 -0.284
C 4.646355 1.712178 -2.587703 -0.135 -0.125 1.004
C 3.694732 2.351058 -1.768173 0.028 -0.059 -0.627
O -2.022425 0.267604 -0.010853 -0.232 0.746 0.712
C -3.266514 0.883186 -0.021479 -2.276 -1.562 -0.831
C -4.443093 0.092925 0.690186 -0.030 0.773 1.100
C -5.859428 0.475100 0.218218 -0.091 -0.830 -0.219
N -6.623942 -0.378552 -0.334911 0.178 0.318 0.254
C -3.634743 0.837688 -1.564122 1.504 0.627 -0.541
C -3.813188 -0.616345 -2.066377 0.002 -0.164 0.213
S -2.842839 -0.923742 -3.608450 0.267 -0.555 0.103
C -2.680908 -2.699786 -3.491255 -0.243 1.394 0.196
N -1.657451 -3.459576 -3.725755 -1.191 0.322 0.382
N -2.123826 -4.733211 -3.424598 0.074 -1.114 0.046
C -3.342856 -4.662034 -3.035987 0.253 1.097 -0.183
O -3.787801 -3.350856 -3.058811 0.394 -0.965 0.014
S -3.425566 2.662764 0.413787 0.038 3.577 -1.331
O -2.303617 3.428252 -0.042916 0.613 -1.218 0.969
O -4.642445 3.213486 -0.112032 -0.423 -1.454 0.786
F -3.542374 2.842705 2.000581 0.247 -0.840 -1.050
C -1.754329 -0.491096 2.389994 -0.877 0.748 0.079
N -2.411961 0.543286 3.285832 0.109 -1.338 0.616
C -3.181845 0.087280 4.116833 -1.292 0.596 -0.821
S -4.457958 -0.416412 4.902934 1.005 0.279 -0.042
O -0.778777 -1.135232 3.181027 -0.499 0.032 -0.496
C -0.940244 -2.527357 3.348645 1.432 -1.215 0.426
P -1.636021 -3.014474 5.030309 -1.093 0.769 0.717
P -2.195481 -5.098425 4.671347 -0.018 -0.829 -1.032
O -3.615364 -5.222776 4.303846 0.162 0.423 0.279
O -1.315052 -5.617794 3.368382 0.043 0.272 0.952
O -1.716992 -6.051377 5.891108 0.241 0.613 -1.173
H 3.521940 -2.206027 0.724926 -0.280 0.390 -0.146
H 2.516975 -1.530653 -0.592663 0.520 0.315 0.138
H 3.614606 -0.455052 0.425764 -0.301 -0.250 -0.481
H 1.729094 -1.979048 2.049253 -0.144 0.574 -0.054
H 1.951628 -0.237136 2.084228 -0.450 0.001 -0.493
H -0.643771 -2.739011 -1.051769 0.026 0.424 0.484
H -1.604101 -2.832213 0.412082 0.514 0.106 0.049
H 0.135137 -4.747101 -0.260040 0.063 0.330 0.363
H 0.160576 -4.259693 1.464772 0.103 0.105 -0.365
H 1.409474 -3.669290 0.346725 -0.393 -0.064 -0.024
H -1.092729 2.185467 2.046884 0.114 -0.461 -0.343
H 0.228155 1.128787 2.437625 -0.329 0.036 -0.399
H 0.347581 3.321659 0.815515 -0.250 -0.547 0.020
H 0.819763 2.931314 -1.398238 -0.274 -0.309 0.277
H 0.912150 1.180251 -1.293645 -0.305 0.206 0.485
H -0.664536 2.006551 -1.257995 0.296 0.003 0.431
H 2.263744 3.875005 -0.024885 -0.162 -0.384 0.310
H 3.304075 3.591274 1.378870 -0.371 -0.467 -0.114
H 5.160722 1.931008 1.302400 -0.252 0.072 -0.429
H 6.828309 0.807624 -0.146678 -0.402 0.213 -0.046
H 6.492816 0.617500 -2.619705 -0.072 0.152 0.468
H 4.456738 1.658581 -3.662575 0.244 0.043 0.418
H 2.832042 2.778672 -2.292388 0.236 -0.070 0.465
H -4.309051 -0.993329 0.543666 0.085 0.540 -0.180
H -4.427619 0.240886 1.789418 0.140 0.057 -0.471
H -6.284717 1.477344 0.379503 0.555 -0.335 0.028
H -6.148606 -1.282782 -0.415139 -0.114 0.074 -0.052
H -4.443458 1.524255 -1.840806 0.012 -0.481 0.268
H -2.720065 1.224476 -2.061461 -0.476 0.029 0.243
H -3.380512 -1.308196 -1.325199 -0.396 0.209 -0.353
H -4.866962 -0.836809 -2.279959 0.404 -0.049 0.251
H -4.022953 -5.436869 -2.693834 0.281 0.260 -0.170
H -2.559708 -1.197154 2.111424 0.465 0.096 -0.064
H -1.538884 -3.037700 2.578329 -0.005 0.478 0.220
H 0.070007 -2.973455 3.288358 -0.436 0.296 -0.179
H -0.583925 -3.015362 5.992721 0.212 -0.413 -0.754
H -1.885687 -5.580070 2.585835 -0.016 -0.178 0.218
H -1.501536 -6.910719 5.488655 -0.002 0.001 0.370
C 5.925592 6.170056 -4.347249 -0.047 0.088 0.027
C 5.245060 4.941584 -3.772274 0.416 -0.030 -0.293
O 4.964401 4.002630 -4.808720 -0.252 -0.007 0.037
H 5.292459 6.638282 -5.102573 -0.038 0.000 0.069
H 6.140448 6.901100 -3.565623 0.043 0.001 -0.032
H 6.863429 5.897728 -4.838299 0.041 0.008 0.102
H 4.300253 5.212535 -3.301929 -0.055 -0.151 -0.084
H 5.877985 4.459354 -3.020273 -0.067 0.111 0.138
H 5.803296 3.759550 -5.213792 -0.047 0.005 0.006
```
Forces are in eV/Å.

Values from the calculation:
Gap between HOMO and LUMO   7.51 eV
LUMO energy   -0.004 hartree
ΔE to the lowest compared entry with this formula, charge and spin   0.0 kcal/mol
Total charge   0
Max |F|   0.074 Eh/bohr

***

Number 1: highest occupied orbital energy -8.996 eV. Number 2: highest occupied orbital energy -7.615 eV.